A.
DFT (ωB97M-V with the def2-TZVPD basis set) results for the ion C5H11NP with charge +1.

Geometry as XYZ:
```
18
Properties=species:S:1:pos:R:3:nbo_charge:R:1
C 0.03 0.49 1.37 -0.1837
C -0.14 0.82 -0.10 -0.3285
C -1.56 -1.55 0.68 -0.3771
C 0.96 1.38 2.22 -0.6789
C 0.54 -0.97 -1.62 -0.4758
N -0.53 -0.38 -0.89 -0.4798
P -0.41 -1.15 1.87 0.6843
H -0.95 1.55 -0.21 0.2522
H 0.83 1.30 -0.35 0.2402
H -2.52 -1.17 0.64 0.2235
H -1.41 -2.37 -0.03 0.2410
H 1.98 1.09 1.92 0.2497
H 0.86 1.23 3.27 0.2517
H 0.75 2.44 2.08 0.2507
H 0.31 -1.94 -2.17 0.2472
H 1.01 -0.29 -2.37 0.2357
H 1.47 -1.25 -1.00 0.2327
H -1.24 -0.04 -1.57 0.4148
```

Properties
Charge: +1
Gap between HOMO and LUMO, eV: 7.566

=====

B.
DFT (ωB97M-V with the def2-TZVPD basis set) results for a cluster of 2 separate species, C5H11NP in total.

Geometry as XYZ:
```
18
Properties=species:S:1:pos:R:3:nbo_charge:R:1
C -2.20 0.65 -1.84 -0.3429
C -0.98 0.27 -1.39 -0.2090
C 0.53 -1.43 -0.10 -0.4467
C -0.73 -0.55 -0.10 -0.3098
C 0.38 -0.23 0.83 0.0042
N 1.62 1.45 0.22 -0.8741
P 0.58 -0.05 2.56 0.3787
H -2.30 1.16 -2.80 0.2277
H -3.24 0.20 -1.55 0.2320
H -0.01 0.53 -1.98 0.2087
H 0.55 -2.43 0.40 0.2706
H 1.14 -1.33 -0.98 0.2525
H -1.60 -1.00 0.34 0.2637
H 2.07 0.98 -0.63 0.4311
H 1.99 1.17 1.11 0.3961
H 1.43 2.40 0.28 0.4218
H 1.46 -1.22 2.81 0.0406
H -0.71 -0.56 2.82 0.0550
```

Properties
Charge: +1
Gap between HOMO and LUMO, eV: 8.378

=====

Least stable structure among those shown: B.